# C23H33O8P

A 2-piece molecular cluster, C23H33O8P overall (ωB97M-V/def2-TZVPD, the Open Molecules 2025 dataset).

XYZ file:
```
65
C23H33O8P | the Open Molecules 2025 dataset | ωB97M-V/def2-TZVPD
P -0.068 -1.857 -1.636
O -2.713 3.151 0.153
O 4.649 -0.835 3.971
O 5.380 -1.044 -1.281
O -1.357 -2.465 -2.358
O 0.039 -2.106 3.115
O -1.934 -1.565 2.308
O 0.134 -2.755 -0.360
O 1.117 -1.779 -2.503
C 3.690 -0.456 1.850
C 0.580 0.720 -0.886
C -3.056 -1.925 -3.975
C -2.676 4.432 0.758
C 2.867 -0.135 -0.380
C -0.598 -0.254 -1.005
C -0.755 -1.252 2.888
C 4.778 -0.845 2.770
C 6.267 -1.291 0.859
C 2.476 0.006 2.358
C 1.632 0.309 0.123
C 3.903 -0.519 0.473
C 0.190 1.009 2.109
C 0.864 -3.986 -0.571
C 0.467 -4.964 0.503
C -2.548 3.930 -2.177
C 6.064 -1.243 2.178
C 1.436 0.406 1.517
C 5.191 -0.962 -0.094
C -0.514 0.193 3.207
C -4.044 5.060 0.959
C -1.572 -1.983 -3.710
C -3.283 3.094 -1.144
H 1.029 0.742 -1.873
H -2.622 4.998 -1.964
H 1.004 -5.899 0.367
H -3.950 5.992 1.517
H 6.872 -1.507 2.839
H -1.139 -0.430 -0.079
H -1.129 -0.997 -3.824
H -2.023 5.104 0.190
H 0.494 1.935 2.599
H -4.697 4.385 1.513
H -3.539 -2.829 -3.622
H -1.488 3.670 -2.197
H -1.092 -2.687 -4.381
H 0.659 -4.418 -1.545
H 3.032 -0.208 -1.443
H -0.603 -5.149 0.505
H -4.531 5.291 0.010
H -3.508 -1.068 -3.485
H 0.728 -4.587 1.487
H -2.201 4.280 1.727
H -1.487 0.668 3.359
H 2.369 0.054 3.433
H -4.345 3.361 -1.112
H 7.221 -1.589 0.457
H -0.512 1.313 1.346
H -3.194 -1.849 -5.050
H -1.315 0.163 -1.711
H -3.235 2.043 -1.431
H -2.970 3.759 -3.167
H -0.002 0.271 4.156
H 0.233 1.728 -0.665
H -2.584 -0.874 2.483
H 1.918 -3.755 -0.460
```

Summary:
LUMO energy, eV: -0.86
ΔE to the lowest compared entry with this formula, charge and spin, kJ/mol: 0.0
Structure (SMILES): CCOP(=O)(CCc1cc2c(cc1CCC(=O)O)C(=O)C=CC2=O)OCC.CCOCC
Frontier orbital gap, eV: 8.462
HOMO, eV: -9.321

natural (NBO) population analysis, charges in e, atoms 1 to 8: atom 1 (P): 2.407, atom 2 (O): -0.544, atom 3 (O): -0.509, atom 4 (O): -0.501, atom 5 (O): -0.822, atom 6 (O): -0.548, atom 7 (O): -0.678, atom 8 (O): -0.815